This record from OMol25 describes a structure of composition C36H33F5N6P2RhSe3. The level of theory is ωB97M-V/def2-TZVPD.

Geometry as XYZ:
```
86
Properties=species:S:1:pos:R:3:forces:R:3:mulliken_spin:R:1
Rh 0.4199 -0.1227 0.5360 -0.416 -0.040 0.613 2.3972
N 1.4811 -2.0186 1.4682 0.034 -0.056 -0.116 0.1163
C 1.7722 -1.8304 2.8954 -0.034 0.026 -0.019 -0.0080
C 0.5384 -1.2830 3.5977 0.026 0.022 -0.037 0.0006
N -0.0627 -0.1479 2.8769 -0.027 0.062 0.009 0.1016
C 0.2542 1.1847 3.4192 0.031 -0.026 -0.032 0.0023
C 1.5878 1.6795 2.8886 -0.034 -0.003 -0.046 -0.0182
N 1.5050 1.7627 1.4238 0.086 -0.053 0.012 0.1289
H 2.3225 -2.2790 0.9655 -0.024 0.004 0.033 -0.0133
H 0.8117 -2.7725 1.3379 0.025 -0.005 0.031 -0.0131
H 2.0674 -2.7642 3.3795 0.038 0.005 0.021 0.0022
H 2.6090 -1.1378 2.9782 -0.012 -0.002 -0.032 0.0012
H -0.2111 -2.0725 3.6744 -0.006 -0.005 -0.046 0.0029
H 0.8092 -0.9903 4.6158 -0.044 -0.031 0.027 -0.0005
H -1.0686 -0.2729 2.8584 0.018 0.028 -0.004 -0.0145
H -0.5281 1.8701 3.0909 -0.006 0.008 0.013 -0.0013
H 0.2626 1.1772 4.5130 -0.001 -0.026 0.008 0.0041
H 1.8223 2.6430 3.3470 -0.006 0.026 -0.011 0.0040
H 2.3875 0.9872 3.1559 0.013 0.032 0.011 0.0032
H 0.8318 2.4856 1.1531 0.013 0.011 -0.024 -0.0116
H 2.4040 1.9970 1.0191 -0.007 -0.035 0.034 -0.0080
Se -4.6433 4.2147 -2.0060 -0.067 0.038 0.110 0.0011
P -4.8018 3.1996 -0.1676 -0.016 0.021 -0.137 0.0004
C -6.1003 1.9262 -0.1545 -0.010 -0.012 0.029 0.0002
C -6.6150 1.4471 1.0514 -0.031 -0.001 0.005 -0.0002
C -7.6917 0.5764 1.0518 0.035 0.016 0.016 0.0004
C -8.2517 0.1634 -0.1511 0.024 0.017 -0.020 0.0000
C -7.7448 0.6372 -1.3521 0.012 -0.024 -0.002 0.0001
C -6.6826 1.5315 -1.3536 -0.005 -0.033 0.027 -0.0003
C -5.2481 4.2331 1.2608 0.114 0.038 -0.004 0.0010
C -6.5836 4.6308 1.3382 -0.014 0.054 -0.056 0.0001
C -7.0057 5.4712 2.3540 -0.013 -0.026 -0.012 0.0000
C -6.0998 5.9230 3.3048 0.018 -0.012 -0.011 0.0000
C -4.7695 5.5429 3.2237 -0.019 -0.001 -0.006 0.0001
C -4.3380 4.7058 2.2026 0.031 -0.035 0.007 0.0003
C -3.1952 2.4192 0.2112 -0.080 0.293 0.223 0.0069
C -2.5974 1.1644 0.1272 -0.046 -0.088 -0.171 -0.0225
N -1.2818 1.3508 0.3802 0.028 0.075 0.136 0.0970
N -1.0890 2.6375 0.6260 0.030 -0.027 -0.042 0.0021
N -2.2112 3.2955 0.5193 0.119 -0.180 -0.012 0.0111
P -3.1494 -0.4889 -0.2328 -0.153 0.105 -0.054 0.0499
Se -1.5106 -1.8908 -0.1045 0.212 -0.021 0.097 0.1871
C -3.8463 -0.5358 -1.8810 -0.017 -0.058 -0.095 -0.0310
C -4.1925 -1.7734 -2.4321 -0.007 0.051 -0.019 0.0144
C -4.7122 -1.8318 -3.7123 0.014 -0.002 0.014 0.0074
C -4.8592 -0.6648 -4.4556 -0.020 0.022 0.010 0.0002
C -4.4821 0.5568 -3.9219 0.021 -0.010 -0.021 0.0007
C -3.9754 0.6288 -2.6320 0.142 -0.176 0.008 0.0020
C -4.3539 -0.9351 1.0306 0.013 -0.010 0.029 -0.0247
C -4.1998 -0.4009 2.3096 -0.047 0.009 0.020 0.0037
C -5.0196 -0.8260 3.3426 0.001 -0.019 -0.042 -0.0001
C -5.9888 -1.7931 3.1038 0.035 0.013 0.001 0.0009
C -6.1443 -2.3223 1.8312 -0.008 0.009 0.004 0.0032
C -5.3314 -1.8944 0.7921 -0.002 0.009 -0.016 -0.0009
H -6.2018 1.7860 1.9928 0.021 0.002 0.011 0.0001
H -8.1019 0.2301 1.9913 0.005 -0.005 -0.004 0.0000
H -9.0970 -0.5131 -0.1495 -0.003 0.004 -0.001 0.0000
H -8.1917 0.3340 -2.2899 -0.003 0.001 0.000 0.0000
H -6.3121 1.9513 -2.2802 -0.058 0.013 0.031 0.0000
H -7.2947 4.2943 0.5934 -0.004 -0.010 0.004 0.0000
H -8.0428 5.7764 2.3995 0.003 -0.002 0.006 0.0000
H -6.4302 6.5785 4.1000 0.001 0.002 -0.008 0.0000
H -4.0561 5.9103 3.9501 -0.002 -0.011 -0.004 0.0000
H -3.2919 4.4462 2.1242 -0.060 0.007 0.016 0.0004
H -4.0255 -2.6871 -1.8744 -0.009 -0.004 -0.016 0.0048
H -4.9831 -2.7878 -4.1401 -0.006 0.003 0.002 0.0002
H -5.2586 -0.7131 -5.4603 0.011 -0.010 -0.001 0.0001
H -4.5785 1.4647 -4.5033 -0.006 0.016 0.023 0.0000
H -3.6785 1.5923 -2.2370 -0.023 -0.032 -0.061 0.0013
H -3.4654 0.3771 2.4897 0.009 -0.011 -0.006 -0.0003
H -4.9098 -0.3967 4.3301 -0.003 -0.003 -0.001 0.0000
H -6.6299 -2.1256 3.9100 0.008 -0.003 -0.005 0.0001
H -6.9082 -3.0647 1.6413 0.003 0.004 0.002 0.0000
H -5.4747 -2.2991 -0.2008 -0.010 0.004 0.018 -0.0011
F 7.5788 -0.2464 -1.8399 -0.185 0.002 0.024 0.0088
C 6.2596 -0.2462 -1.7736 0.164 -0.001 -0.039 0.0830
C 5.6290 -0.2413 -0.5363 0.053 0.000 0.077 -0.0255
F 6.3516 -0.2382 0.5789 -0.046 -0.002 -0.077 -0.0024
C 4.2518 -0.2425 -0.4772 0.034 -0.001 0.120 0.0274
F 3.6889 -0.2476 0.7426 0.012 0.029 -0.148 0.0216
C 3.4627 -0.2467 -1.6262 -0.070 -0.008 -0.102 -0.0070
Se 1.5840 -0.2371 -1.6442 0.159 0.038 -0.429 0.8577
C 4.1288 -0.2565 -2.8586 -0.037 -0.002 -0.044 0.0650
F 3.4409 -0.2654 -3.9922 0.008 0.003 0.111 0.0043
C 5.5067 -0.2545 -2.9394 0.128 0.001 -0.077 -0.0230
F 6.1143 -0.2611 -4.1173 -0.054 0.001 0.118 -0.0020
```
Positions in Å, forces in eV/Å.

Output
Spin multiplicity: 5
Energy relative to the best compared isomer or geometry (same formula, charge and spin) (kJ/mol): 0.0
Total charge: +1
HOMO energy (alpha / beta) (eV): -9.775 / -9.776
Molecular weight (g/mol): 1046.426
Maximum force (eV/Å): 0.74